Entry 1:
{"formula": "C2H2N2O2", "method": "ωB97M-V with the def2-TZVPD basis set", "relative_energy_kj_mol": 184.86, "gap_ha": 0.4033, "species": ["O", "C", "N", "C", "O", "N", "H", "H"], "coordinates": [[1.998, -0.058, 0.079], [0.822, -0.083, -0.039], [-0.063, -1.134, -0.067], [-1.241, -0.686, 0.050], [-1.358, 0.644, 0.046], [-0.016, 1.043, -0.167], [-2.097, -1.320, 0.126], [0.041, 1.882, 0.445]], "forces_ev_per_angstrom": [[1.2, 0.0, -0.1], [-1.3, 0.9, 0.3], [0.1, -2.2, 0.2], [0.7, 0.0, -0.3], [-0.1, -0.5, -0.2], [-0.7, 2.5, 0.9], [-0.7, 0.2, 0.0], [0.8, -0.9, -0.8]]}

Entry 2:
{"formula": "C3H6ClN3", "method": "ωB97M-V with the def2-TZVPD basis set", "relative_energy_kj_mol": 0.00, "charge": 2, "gap_ha": 0.3820, "species": ["Cl", "C", "N", "C", "N", "C", "N", "H", "H", "H", "H", "H", "H"], "coordinates": [[-0.041, 3.143, 1.702], [0.026, 1.695, 0.920], [0.078, 0.448, 1.761], [-0.100, -0.738, 1.184], [-0.120, -0.882, -0.100], [0.106, 0.211, -1.033], [-0.021, 1.504, -0.363], [0.122, 0.562, 2.772], [-0.233, -1.605, 1.834], [-0.266, -1.805, -0.514], [-0.624, 0.161, -1.855], [1.113, 0.117, -1.473], [-0.110, 2.305, -0.995]], "forces_ev_per_angstrom": [[0.1, -0.3, -0.3], [0.0, -2.8, 1.4], [0.0, 3.1, -1.9], [0.0, -0.6, 0.2], [-0.2, 0.0, 0.0], [0.4, -0.4, -1.0], [0.0, 0.5, 0.6], [-0.1, 0.0, -0.1], [0.0, 0.1, -0.1], [0.0, 0.1, 0.2], [0.1, 0.0, 0.4], [-0.3, 0.1, 0.2], [0.0, 0.1, 0.3]]}

Entry 3:
{"formula": "C22H16Cl3F3MnN4SSbSe5", "method": "ωB97M-V with the def2-TZVPD basis set", "spin_multiplicity": 4, "relative_energy_kj_mol": 5.72, "charge": 1, "s_squared": 3.872, "gap_ha": [0.2407, 0.1858], "species": ["Mn", "Se", "Se", "Se", "Se", "Se", "C", "N", "Cl", "C", "Cl", "Cl", "C", "N", "N", "C", "N", "S", "H", "H", "H", "H", "F", "C", "C", "C", "C", "C", "C", "Sb", "C", "C", "C", "C", "F", "C", "C", "C", "C", "C", "C", "F", "C", "C", "H", "H", "H", "H", "H", "H", "H", "H", "H", "H", "H", "H"], "coordinates": [[-0.363, 0.015, -0.273], [-0.243, 0.017, 2.189], [1.901, 0.093, 2.843], [2.978, -1.117, 1.185], [2.041, -0.206, -0.737], [-5.098, 0.432, 0.275], [-3.373, 0.347, 0.091], [-2.202, 0.295, -0.032], [-2.891, -4.663, 0.272], [-1.312, -4.485, -0.492], [-1.374, -4.930, -2.201], [-0.070, -5.407, 0.362], [-0.940, -3.064, -0.412], [-0.658, -1.953, -0.348], [0.445, 1.587, -4.447], [0.473, 0.520, -3.660], [1.501, -0.314, -3.728], [-0.879, 0.223, -2.632], [1.134, 1.746, -5.166], [-0.298, 2.264, -4.330], [2.307, -0.134, -4.306], [1.503, -1.135, -3.145], [-1.012, 6.131, -5.188], [-0.823, 5.371, -4.102], [-1.735, 4.364, -3.828], [-1.529, 3.580, -2.703], [-0.436, 3.806, -1.867], [0.455, 4.828, -2.172], [0.271, 5.618, -3.297], [-0.171, 2.658, -0.111], [-1.730, 3.373, 1.119], [-2.968, 3.708, 0.582], [-4.014, 4.099, 1.400], [-3.797, 4.148, 2.764], [-4.801, 4.528, 3.566], [-2.581, 3.819, 3.334], [-1.549, 3.428, 2.499], [1.452, 3.657, 0.796], [2.760, 3.184, 0.703], [3.808, 3.881, 1.284], [3.526, 5.055, 1.955], [4.532, 5.730, 2.525], [2.242, 5.562, 2.056], [1.208, 4.854, 1.470], [-2.586, 4.219, -4.478], [-2.231, 2.781, -2.494], [1.308, 5.020, -1.534], [0.953, 6.416, -3.550], [-3.143, 3.671, -0.485], [-4.983, 4.356, 1.000], [-2.457, 3.873, 4.405], [-0.591, 3.172, 2.942], [2.975, 2.265, 0.172], [4.828, 3.531, 1.222], [2.070, 6.489, 2.581], [0.202, 5.250, 1.540]], "forces_ev_per_angstrom": [[0.5, 0.4, -0.2], [-0.2, 0.1, -0.1], [0.1, 0.0, 0.1], [0.0, -0.1, 0.0], [-0.1, 0.2, 0.2], [0.0, 0.0, 0.0], [-0.2, 0.0, 0.1], [0.0, 0.0, 0.0], [0.1, 0.0, 0.0], [0.0, 0.1, 0.0], [0.0, 0.0, 0.1], [-0.1, 0.0, 0.0], [0.2, 0.8, 0.0], [-0.3, -1.3, -0.1], [0.0, 0.1, -0.1], [0.1, 0.1, 0.0], [-0.1, 0.0, -0.2], [0.0, -0.2, 0.1], [0.0, 0.0, 0.0], [0.1, -0.1, 0.0], [0.0, 0.0, 0.0], [0.0, 0.0, 0.0], [0.0, 0.0, 0.0], [0.0, 0.0, 0.0], [0.1, 0.1, 0.0], [-0.1, 0.0, 0.1], [-0.1, -0.1, 0.0], [0.1, 0.0, 0.0], [-0.1, 0.0, -0.1], [-0.1, -0.1, 0.3], [0.0, 0.0, -0.1], [0.0, 0.0, -0.1], [0.0, 0.0, 0.2], [0.0, 0.0, 0.0], [0.0, 0.0, 0.0], [-0.1, 0.0, -0.1], [0.1, -0.1, 0.1], [0.1, 0.0, 0.0], [0.0, -0.1, 0.0], [0.0, 0.1, 0.0], [0.0, 0.0, 0.0], [0.0, 0.0, 0.0], [0.1, -0.1, 0.0], [-0.1, 0.1, -0.1], [-0.1, 0.0, 0.0], [0.0, 0.0, 0.0], [0.0, 0.0, 0.0], [0.0, 0.1, 0.0], [0.0, 0.0, 0.0], [-0.1, 0.0, 0.0], [0.0, 0.0, 0.1], [-0.1, 0.0, 0.0], [0.0, 0.0, 0.0], [0.0, 0.0, 0.0], [0.0, 0.1, 0.0], [0.0, 0.0, 0.0]]}

Entry 4:
{"formula": "C57H51N3P3RhSSi", "method": "ωB97M-V with the def2-TZVPD basis set", "spin_multiplicity": 5, "relative_energy_kj_mol": 48.03, "charge": 2, "s_squared": 6.045, "gap_ha": [0.2640, 0.1899], "species": ["Rh", "C", "C", "C", "C", "C", "C", "P", "C", "C", "C", "C", "C", "C", "C", "C", "C", "C", "C", "C", "Si", "C", "C", "C", "C", "C", "C", "P", "C", "C", "C", "C", "C", "C", "C", "C", "C", "C", "C", "C", "C", "C", "C", "C", "C", "C", "P", "C", "C", "C", "C", "C", "C", "C", "C", "C", "C", "C", "C", "H", "H", "H", "H", "H", "H", "H", "H", "H", "H", "H", "H", "H", "H", "H", "H", "H", "H", "H", "H", "H", "H", "H", "H", "H", "H", "H", "H", "H", "H", "H", "H", "H", "H", "H", "H", "H", "H", "H", "H", "H", "H", "S", "C", "N", "N", "C", "C", "N", "H", "H", "H", "H", "H", "H", "H", "H", "H"], "coordinates": [[0.194, -0.481, 0.595], [-0.115, 3.597, 3.371], [0.369, 3.663, 2.074], [0.411, 2.517, 1.290], [-0.065, 1.289, 1.767], [-0.533, 1.241, 3.077], [-0.566, 2.386, 3.869], [0.447, 0.737, -1.559], [0.428, 2.407, -2.284], [1.592, 3.179, -2.262], [1.548, 4.513, -2.634], [0.348, 5.095, -3.020], [-0.812, 4.333, -3.054], [-0.774, 2.996, -2.679], [1.122, -0.365, -2.782], [1.385, 0.050, -4.094], [1.953, -0.824, -5.004], [2.278, -2.119, -4.619], [2.018, -2.542, -3.321], [1.434, -1.686, -2.393], [1.027, -2.355, -0.662], [-0.403, -3.601, -0.773], [-0.217, -4.927, -1.159], [-1.260, -5.838, -1.085], [-2.500, -5.437, -0.612], [-2.723, -4.109, -0.280], [-1.687, -3.187, -0.382], [-1.905, -1.382, -0.227], [-3.476, -1.130, 0.658], [-4.705, -1.444, 0.072], [-5.870, -1.332, 0.815], [-5.820, -0.908, 2.139], [-4.606, -0.568, 2.717], [-3.438, -0.677, 1.975], [-2.393, -0.977, -1.957], [-1.931, -1.711, -3.048], [-2.280, -1.353, -4.342], [-3.100, -0.260, -4.573], [-3.597, 0.457, -3.494], [-3.248, 0.101, -2.201], [2.318, -3.064, 0.532], [2.613, -4.423, 0.620], [3.447, -4.901, 1.622], [3.994, -4.028, 2.549], [3.728, -2.668, 2.464], [2.888, -2.188, 1.467], [2.536, -0.420, 1.191], [2.872, 0.471, 2.734], [3.399, 1.761, 2.654], [3.630, 2.485, 3.811], [3.330, 1.933, 5.049], [2.792, 0.658, 5.131], [2.552, -0.070, 3.976], [4.040, -0.046, 0.209], [4.029, 0.112, -1.171], [5.220, 0.198, -1.880], [6.432, 0.134, -1.213], [6.450, 0.015, 0.171], [5.266, -0.077, 0.880], [-0.118, 4.477, 4.002], [0.739, 4.594, 1.662], [0.823, 2.600, 0.293], [-0.882, 0.322, 3.521], [-0.929, 2.309, 4.887], [2.528, 2.727, -1.949], [2.455, 5.104, -2.618], [0.317, 6.139, -3.300], [-1.745, 4.775, -3.382], [-1.667, 2.386, -2.746], [1.144, 1.064, -4.389], [2.149, -0.491, -6.015], [2.735, -2.796, -5.328], [2.282, -3.552, -3.026], [0.748, -5.256, -1.528], [-1.102, -6.866, -1.383], [-3.302, -6.156, -0.513], [-3.700, -3.801, 0.063], [-4.748, -1.770, -0.959], [-6.820, -1.589, 0.365], [-6.732, -0.849, 2.718], [-4.562, -0.235, 3.746], [-2.486, -0.426, 2.428], [-1.314, -2.583, -2.897], [-1.915, -1.945, -5.172], [-3.372, 0.014, -5.583], [-4.270, 1.288, -3.668], [-3.706, 0.621, -1.366], [2.189, -5.124, -0.085], [3.662, -5.960, 1.681], [4.630, -4.404, 3.339], [4.168, -1.986, 3.182], [3.648, 2.183, 1.687], [4.052, 3.480, 3.748], [3.516, 2.500, 5.952], [2.561, 0.226, 6.096], [2.134, -1.069, 4.044], [3.095, 0.183, -1.699], [5.193, 0.315, -2.956], [7.361, 0.183, -1.765], [7.392, -0.007, 0.703], [5.299, -0.167, 1.958], [-0.194, -2.461, 2.495], [-0.922, -2.044, 3.908], [-1.436, -1.748, 4.911], [-5.239, 2.672, 0.540], [-4.472, 3.792, -0.028], [-3.005, 3.713, 0.471], [-2.532, 2.304, 0.349], [-6.046, 2.436, -0.024], [-5.579, 2.891, 1.470], [-3.429, 1.776, 0.557], [-4.891, 4.766, 0.221], [-4.482, 3.696, -1.115], [-2.950, 4.006, 1.519], [-2.357, 4.367, -0.108], [-2.235, 2.103, -0.605], [-1.745, 2.042, 0.970]], "forces_ev_per_angstrom": [[-0.9, 0.3, -0.4], [0.0, 0.1, 0.1], [-0.1, 0.0, -0.1], [0.0, 0.0, 0.0], [1.2, 0.3, 0.0], [-0.1, -0.1, 0.0], [-0.1, 0.0, -0.1], [0.1, -0.2, 0.1], [-0.1, 0.0, 0.2], [-0.1, -0.1, 0.0], [0.1, 0.0, 0.0], [0.0, 0.0, 0.0], [-0.1, 0.0, 0.0], [0.1, -0.1, -0.1], [-0.1, -0.1, -0.2], [0.0, 0.0, 0.1], [0.0, 0.0, 0.0], [0.0, -0.1, 0.0], [0.0, 0.0, 0.0], [0.1, -0.2, 0.4], [0.2, 0.2, -0.1], [0.1, 0.4, 0.2], [0.0, 0.0, -0.1], [0.0, -0.1, 0.0], [-0.1, 0.0, 0.0], [0.0, 0.0, 0.0], [0.2, -0.1, 0.1], [-0.4, -0.4, -0.5], [0.2, 0.1, 0.1], [0.0, 0.0, 0.1], [0.0, 0.0, 0.0], [0.0, 0.0, 0.0], [0.0, 0.0, 0.0], [0.1, 0.0, 0.0], [0.0, 0.1, 0.1], [0.0, 0.0, 0.1], [0.0, 0.0, 0.0], [0.0, 0.0, 0.0], [0.0, 0.1, 0.0], [0.0, 0.0, 0.0], [-0.2, 0.1, -0.4], [0.1, 0.0, 0.0], [0.0, -0.1, -0.1], [0.0, 0.0, 0.0], [0.0, 0.0, 0.0], [0.0, 0.0, 0.1], [0.0, -0.2, 0.3], [-0.1, 0.0, 0.0], [0.0, -0.1, 0.1], [0.0, 0.1, 0.0], [0.0, 0.1, 0.0], [-0.1, -0.1, 0.1], [0.0, 0.0, -0.1], [-0.2, 0.2, -0.1], [0.0, 0.1, 0.1], [0.0, 0.0, -0.1], [0.0, 0.0, 0.0], [0.0, 0.0, 0.1], [0.0, 0.0, 0.0], [0.0, 0.0, 0.0], [0.0, 0.0, 0.1], [0.1, 0.0, 0.0], [0.1, -0.1, 0.1], [0.0, 0.0, 0.0], [0.0, 0.1, 0.0], [0.0, 0.0, 0.0], [0.0, 0.0, 0.0], [0.0, 0.0, 0.0], [-0.1, 0.0, 0.0], [0.0, 0.0, 0.0], [0.0, 0.0, 0.0], [0.0, 0.0, 0.0], [0.0, 0.0, -0.1], [-0.1, -0.1, 0.0], [0.0, 0.0, 0.0], [0.0, 0.0, 0.0], [0.0, 0.0, 0.0], [0.0, 0.0, 0.0], [0.0, 0.0, 0.0], [0.0, 0.0, 0.0], [0.0, 0.0, 0.0], [-0.1, 0.0, 0.0], [0.1, 0.0, 0.0], [0.0, 0.0, 0.0], [0.0, 0.0, 0.0], [0.0, 0.0, 0.0], [0.0, 0.0, -0.1], [0.0, 0.0, 0.1], [0.0, 0.0, 0.0], [0.0, 0.0, 0.0], [0.0, -0.1, 0.0], [0.0, 0.0, 0.0], [0.0, 0.0, 0.0], [0.0, 0.0, 0.0], [0.0, 0.0, 0.0], [0.0, 0.0, 0.0], [0.0, -0.1, 0.0], [0.0, 0.0, 0.0], [0.0, 0.0, 0.0], [0.0, 0.0, 0.0], [0.0, 0.0, 0.0], [0.1, -0.1, 0.2], [0.0, -0.2, 0.1], [0.0, 0.1, 0.0], [0.4, 0.1, 0.0], [0.2, -0.4, 0.1], [-0.4, 0.5, -0.1], [-1.3, 0.0, 0.1], [0.1, 0.0, 0.0], [0.0, 0.0, 0.0], [0.7, -0.1, -0.1], [0.1, 0.1, 0.0], [0.0, 0.0, 0.0], [0.1, -0.1, 0.0], [0.1, 0.0, 0.0], [0.0, -0.1, -0.1], [-0.3, 0.1, 0.0]]}